Formula: C5H10N
Source: the OMol25 dataset
Level of theory: ωB97M-V/def2-TZVPD

SMILES: C=[NH+]/C=C/CC
LUMO (eV): -5.23
Energy above the lowest of the compared OMol25 structures with the same formula, charge and spin (kcal/mol): 20.69
Highest occupied orbital energy (eV): -14.6
Orbital gap (eV): 9.341
Total charge: +1

XYZ file:
```
16
Properties=species:S:1:pos:R:3:forces:R:3
C -1.6661 -2.2518 0.1173 -0.6 0.0 0.3
C -1.7051 -0.8211 -0.4447 0.7 -0.5 -0.2
C -0.6719 -0.0030 0.2523 -0.5 0.5 -0.4
C 0.4507 0.3803 -0.3410 0.4 -0.2 0.5
N 1.4236 1.0975 0.4466 -0.6 -0.4 -0.3
C 2.2716 1.9160 -0.0149 0.5 0.5 0.0
H -2.6072 -2.7529 -0.0894 -0.1 -0.1 -0.2
H -0.8744 -2.8678 -0.2992 0.2 0.2 0.1
H -1.5984 -2.2096 1.2048 0.2 -0.2 0.0
H -1.4379 -0.8557 -1.5012 -0.3 0.1 -0.1
H -2.7025 -0.4093 -0.3304 0.0 0.2 0.1
H -0.9033 0.3635 1.2522 0.2 -0.3 0.1
H 0.7708 0.1269 -1.3443 -0.1 0.1 0.0
H 1.3925 0.8631 1.4363 0.2 0.3 0.1
H 2.2826 2.1379 -1.0752 -0.1 -0.1 0.0
H 2.9755 2.4216 0.6337 0.0 -0.1 0.1
```
Forces are in eV/Å.

=====

Formula: C21H70AsF6O14
Source: the OMol25 dataset
Level of theory: ωB97M-V/def2-TZVPD

<S²>: 0.754
Multiplicity: 2
LUMO (spin up / spin down) (eV): -0.54 / -6.91
Energy above the lowest of the compared OMol25 structures with the same formula, charge and spin (kcal/mol): 0.00
Highest occupied orbital energy (spin up / spin down) (eV): -9.3 / -9.3
Orbital gap (spin up / spin down) (eV): 8.756 / 2.384

XYZ file:
```
112
Properties=species:S:1:pos:R:3:forces:R:3
As 16.6745 13.6444 -9.3407 -0.6 0.0 1.4
F 17.2186 14.2207 -10.9514 0.2 -1.0 1.1
F 16.0183 12.0747 -9.9483 0.9 1.9 -0.1
F 16.0638 13.1524 -7.7325 0.6 0.7 -1.6
F 17.3507 15.1388 -8.6099 -0.1 -1.8 -1.1
F 15.1994 14.5197 -9.7406 0.6 -0.7 0.7
F 18.2135 12.8032 -9.0409 -0.9 0.6 -0.9
O 19.8563 13.1842 -6.8336 0.6 0.4 0.0
H 19.3270 12.4388 -6.5501 -0.3 -0.6 0.3
H 19.7631 13.1962 -7.7862 -0.1 0.1 0.0
O 20.0375 14.1149 -11.1463 0.8 -0.7 -0.3
H 20.0867 14.9173 -11.6660 0.1 0.2 -0.2
H 19.1702 14.1436 -10.7422 -0.6 0.0 0.2
O 16.3928 17.1452 -7.2635 -0.2 -0.2 0.6
H 16.7769 16.3846 -7.6996 0.1 -0.1 0.1
H 16.3217 17.8061 -7.9523 -0.4 0.5 0.2
O 15.3848 10.3058 -6.6239 0.5 -0.5 -0.3
H 14.8672 10.6466 -7.3535 -0.4 -0.2 -0.5
H 15.1991 10.9022 -5.8987 -0.2 0.1 0.5
O 14.9225 15.2060 -5.5451 -0.4 -0.2 0.4
H 15.3196 14.4264 -5.9334 0.2 -0.2 -0.1
H 15.2593 15.9331 -6.0687 0.3 0.6 -0.3
O 17.8382 11.1338 -6.0056 1.2 0.4 0.3
H 17.5061 10.3282 -6.4019 -0.5 -0.1 -0.1
H 17.2738 11.8235 -6.3548 -0.4 0.0 -0.1
O 13.9475 10.4544 -9.0891 -0.3 0.4 0.6
H 14.5421 11.0685 -9.5198 0.1 0.2 -0.1
H 13.8955 9.7102 -9.6888 0.0 -0.3 -0.3
C 12.4090 14.4424 -13.7499 0.2 -0.3 -0.2
C 12.8136 14.3700 -12.2710 0.1 -0.1 -0.3
C 12.0596 13.3811 -11.4416 -1.6 -0.1 1.0
O 14.1865 13.9427 -12.1851 0.0 0.6 -1.3
H 12.4492 13.4695 -14.2397 0.3 -0.2 0.1
H 13.0604 15.1300 -14.2894 0.1 0.0 0.0
H 11.3925 14.7613 -13.9803 -0.1 0.2 0.7
H 12.6893 15.3724 -11.8614 0.2 0.2 0.1
H 11.0353 13.2174 -11.7765 0.1 -0.4 -0.5
H 11.8501 13.7694 -10.4449 0.5 0.1 0.3
H 12.6131 12.4519 -11.3062 -0.2 0.0 -0.3
H 14.5391 14.0906 -11.3046 -0.2 0.2 0.2
C 12.6628 16.2529 -8.2462 0.8 0.4 -1.0
C 12.6185 17.5844 -7.4792 -0.2 -1.2 1.1
C 12.6343 18.8779 -8.2600 0.3 -0.6 -0.8
O 11.4388 17.6496 -6.6862 -1.0 0.2 0.1
H 12.0448 16.2361 -9.1440 -0.6 0.0 0.2
H 12.5266 15.3587 -7.6379 -0.5 0.3 0.3
H 13.6608 16.0691 -8.6441 0.4 0.4 0.0
H 13.4111 17.4809 -6.7382 0.7 0.6 -0.3
H 11.8055 18.8822 -8.9679 -0.3 0.0 0.1
H 13.5218 18.9259 -8.8910 0.3 0.2 0.2
H 12.5362 19.7538 -7.6186 0.2 -0.2 0.0
H 11.5150 17.0208 -5.9648 0.0 -0.1 0.0
C 18.8335 11.2043 -12.5426 -1.8 1.1 -1.4
C 19.9098 10.7638 -11.6052 2.3 -3.2 -1.0
C 20.3139 9.2766 -11.7813 -0.1 -0.3 0.2
O 21.0594 11.5356 -11.6940 -0.5 -1.6 0.2
H 18.0670 10.4443 -12.6943 0.1 -0.3 0.8
H 19.1864 11.3282 -13.5664 0.6 0.3 0.2
H 18.3253 12.1100 -12.2118 0.1 0.1 -0.1
H 19.5034 10.9580 -10.6126 -0.4 0.4 1.1
H 20.7708 9.0835 -12.7520 0.1 0.5 -0.2
H 19.4858 8.5684 -11.7544 -0.5 0.5 0.1
H 21.0044 8.8635 -11.0460 0.2 0.6 0.2
H 20.7710 12.4485 -11.6228 -0.5 2.6 0.2
C 17.4754 13.1192 -15.2890 0.3 -0.5 1.0
C 16.3602 13.6848 -14.3425 2.3 0.4 -1.1
C 16.4669 15.1744 -14.3730 0.3 1.3 0.9
O 15.1388 13.3438 -14.8121 -1.9 -1.5 -1.3
H 17.4459 12.0377 -15.4211 -0.5 -0.2 0.0
H 18.4562 13.2817 -14.8423 0.1 0.3 0.3
H 17.5782 13.5614 -16.2800 -0.7 0.2 0.1
H 16.4515 13.3583 -13.3066 0.5 -0.3 0.1
H 16.7253 15.5887 -15.3475 -0.2 -0.1 -0.1
H 17.2033 15.5203 -13.6477 0.3 0.1 0.0
H 15.5149 15.5796 -14.0301 0.0 0.2 -0.1
H 14.5120 13.5156 -14.1056 -0.1 0.0 0.3
C 16.2646 17.9059 -10.9251 1.4 -0.1 -0.1
C 17.2099 18.6425 -9.9043 -0.7 -0.5 -2.4
C 18.1941 19.6027 -10.6360 -0.9 0.3 0.7
O 16.3688 19.2427 -8.9356 0.9 0.5 0.1
H 16.9281 17.2944 -11.5366 -0.1 -0.3 -0.2
H 15.7453 18.5527 -11.6323 0.0 0.4 0.2
H 15.5356 17.2265 -10.4834 0.1 0.2 0.4
H 17.8744 17.8952 -9.4707 -0.5 -0.1 0.7
H 18.4890 19.2360 -11.6192 0.2 -0.2 0.2
H 19.0433 19.8194 -9.9880 0.2 -0.2 -0.2
H 17.7227 20.5698 -10.8112 -0.2 0.1 -0.1
H 16.0788 20.0817 -9.3009 -0.2 0.1 0.1
C 12.8769 12.6920 -6.1683 0.2 0.1 -1.2
C 13.0825 12.3135 -4.7056 -3.0 1.1 -1.8
C 11.9847 11.3792 -4.3183 -2.3 0.2 -0.1
O 14.2482 11.6379 -4.6076 2.5 -0.3 1.1
H 12.0003 13.2626 -6.4750 -0.3 0.2 0.9
H 12.7612 11.8018 -6.7864 0.4 -0.3 0.1
H 13.6898 13.2836 -6.5895 0.2 -0.2 0.3
H 13.0018 13.2376 -4.1331 0.6 0.1 0.4
H 11.0663 11.9536 -4.1971 -0.1 0.3 0.5
H 12.1126 10.7926 -3.4085 0.3 0.0 0.0
H 11.6597 10.7608 -5.1550 0.7 -0.6 0.1
H 14.3085 11.4544 -3.6672 0.7 -0.4 0.1
C 13.5826 8.5162 -13.5571 0.0 0.5 -0.4
C 14.5534 8.9343 -12.4580 0.0 0.3 -1.0
C 14.9117 10.4140 -12.5747 -0.2 0.1 0.5
O 13.8912 8.7347 -11.2332 0.1 0.0 0.9
H 13.2508 7.4809 -13.4797 0.2 -0.1 0.1
H 13.9803 8.6756 -14.5594 0.2 -0.1 0.0
H 12.6977 9.1496 -13.4937 -0.1 0.0 0.1
H 15.4738 8.3552 -12.5327 0.1 -0.4 0.2
H 13.9827 10.9594 -12.4087 0.0 0.3 -0.6
H 15.4170 10.6657 -13.5072 -0.5 -0.1 -0.3
H 15.5738 10.8324 -11.8166 0.1 -0.6 0.4
H 13.3478 7.9435 -11.2508 0.1 -0.1 -0.2
```
Forces are in eV/Å.

=====

Formula: C13H6CrN4O3Se2Te2
Source: the OMol25 dataset
Level of theory: ωB97M-V/def2-TZVPD

<S²>: 3.819
Multiplicity: 4
LUMO (spin up / spin down) (eV): 1.56 / 1.41
Highest occupied orbital energy (spin up / spin down) (eV): -4.7 / -4.7
Orbital gap (spin up / spin down) (eV): 6.224 / 6.098
Total charge: -1

XYZ file:
```
31
Properties=species:S:1:pos:R:3:forces:R:3
Cr -1.4148 -0.2545 1.7540 0.2 -0.1 0.1
Se -2.4085 -2.5151 1.7146 0.0 0.0 0.0
Te -4.8995 -2.3753 1.3620 0.0 0.0 -0.1
Te -5.1618 0.0147 2.5585 0.0 0.0 0.1
Se -3.4079 1.1072 1.1551 -0.1 0.0 -0.1
O 0.8630 2.8816 2.6022 0.0 -0.1 0.0
C 0.2168 1.9628 2.1420 -0.2 0.3 -0.1
O -0.5922 1.1770 2.7652 0.0 -0.1 0.0
C 0.2728 1.6851 0.6467 0.3 -0.1 0.1
C 1.1434 2.4054 -0.1897 -0.1 0.0 0.0
C 1.1976 2.0713 -1.5073 0.0 0.0 0.0
C 0.3693 1.0399 -2.0103 0.0 -0.1 0.0
C 0.3630 0.6620 -3.3732 0.0 0.0 0.0
C -0.4540 -0.3414 -3.8067 0.0 0.0 0.0
C -1.3017 -1.0113 -2.8984 0.0 0.0 0.0
C -1.3207 -0.6736 -1.5749 0.0 0.0 0.0
C -0.4791 0.3601 -1.1092 0.0 0.0 -0.1
N -0.4827 0.6998 0.2150 -0.1 0.2 0.0
H 1.7503 3.1779 0.2584 0.0 0.0 0.0
H 1.8740 2.5796 -2.1846 0.0 0.0 0.0
H 1.0165 1.1855 -4.0606 0.0 0.0 0.0
H -0.4573 -0.6274 -4.8507 0.0 0.0 0.0
H -1.9473 -1.8032 -3.2547 0.0 0.0 0.0
H -1.9685 -1.1837 -0.8715 0.0 0.0 0.0
O 0.2459 -1.3785 2.0328 -0.2 -0.1 0.0
N 1.3868 -0.8064 1.8537 0.0 0.1 0.0
C 2.4315 -1.5579 2.0373 0.0 0.0 0.0
C 3.7175 -0.9683 1.8205 0.0 0.0 0.0
N 4.7643 -0.5220 1.6553 0.0 0.0 0.0
C 2.3588 -2.9393 2.4170 -0.1 -0.1 0.0
N 2.3245 -4.0523 2.7016 0.0 0.0 0.0
```
Forces are in eV/Å.

=====

Formula: C6H13N3
Source: the OMol25 dataset
Level of theory: ωB97M-V/def2-TZVPD

LUMO (eV): 0.71
Energy above the lowest of the compared OMol25 structures with the same formula, charge and spin (kcal/mol): 128.25
Highest occupied orbital energy (eV): -8.3
Orbital gap (eV): 8.967

XYZ file:
```
22
Properties=species:S:1:pos:R:3:forces:R:3
C -0.5750 1.2544 -2.1300 -3.3 1.8 -2.8
C 0.1281 0.6990 -0.8966 -1.1 2.9 -1.1
C 0.0013 1.8233 0.1377 0.2 1.8 -0.9
C 1.5148 0.2284 -1.1002 0.5 -3.3 0.9
C -0.2415 -0.6466 -0.4665 -1.9 -1.2 3.5
C -1.3721 -0.8827 0.6110 0.9 -1.5 2.8
H -1.5365 2.1664 -1.6817 2.9 -3.0 -1.8
H -1.1754 0.4011 -2.8437 1.7 2.4 2.1
H 0.1131 1.8861 -2.9165 -1.6 -1.6 2.2
H 0.5627 2.7372 -0.3415 -1.1 -1.4 1.1
H -1.0875 2.1060 0.2959 1.4 -0.4 -0.1
H 0.4564 1.5968 1.0866 0.2 -0.1 0.4
H 1.9247 -0.0201 -2.0711 -0.4 -0.1 -0.3
H 2.2148 0.6844 -0.5219 2.2 2.1 1.1
H 1.4361 -2.0001 -0.6040 -0.4 2.0 1.0
H -0.6825 -1.1488 -1.2459 -0.3 -1.6 -2.4
H -2.4241 -1.3466 0.4834 1.8 1.2 -0.8
H 0.3591 -1.3837 3.1146 0.3 0.4 -0.2
H 0.8995 -0.6977 1.5148 -1.3 -0.5 2.5
N 1.2219 -1.0504 -0.1355 -1.2 -0.3 -3.4
N -1.0762 -1.0613 1.8845 -0.4 0.6 -1.5
N 0.1695 -0.7219 2.3651 0.8 -0.1 -2.2
```
Forces are in eV/Å.

=====

Formula: CH12N2O4
Source: the OMol25 dataset
Level of theory: ωB97M-V/def2-TZVPD

SMILES: [H]/N=C/N.O.O.O.O
LUMO (eV): 0.04
Energy above the lowest of the compared OMol25 structures with the same formula, charge and spin (kcal/mol): 43.97
Highest occupied orbital energy (eV): -9.9
Orbital gap (eV): 9.985

XYZ file:
```
19
Properties=species:S:1:pos:R:3:forces:R:3
N -1.2898 1.0919 -0.7391 0.7 -1.0 -0.8
C -1.6081 -0.2510 -0.5615 -0.4 0.0 -0.8
N -1.2442 -1.1694 -1.4064 -0.9 0.3 2.1
H -0.7608 0.9768 -1.5919 0.5 1.1 -0.4
H -0.7244 1.6108 -0.0639 -0.4 -0.4 0.1
H -2.4021 -0.4195 0.1463 0.1 -0.3 0.9
H -1.7469 -2.0011 -1.0281 0.5 0.3 -1.0
H 0.6539 -0.4476 3.5697 0.0 -1.1 -1.3
H 0.1200 0.5956 4.1908 -1.2 0.9 -1.1
O -0.0190 0.1951 3.2921 1.2 0.3 2.7
H 0.4408 -1.5107 0.6042 0.2 1.1 0.7
H 0.8002 -0.2768 1.6758 -0.4 -1.3 -1.3
O 1.1229 -1.0313 1.1181 0.2 0.3 0.3
H 0.3249 -1.1225 -3.7330 0.2 -0.5 0.3
H 1.2626 -2.3819 -3.5854 -0.5 0.6 -0.2
O 0.7933 -1.8143 -4.2204 0.3 -0.2 -0.1
H 2.0331 2.5742 0.2755 -1.2 0.6 0.3
H 1.0662 2.4393 1.4369 -0.1 0.1 0.1
O 1.1775 2.9424 0.6203 1.2 -0.8 -0.3
```
Forces are in eV/Å.

=====

Formula: C5H13N2
Source: the OMol25 dataset
Level of theory: ωB97M-V/def2-TZVPD

SMILES: CN/C=C/CC[NH3+]
LUMO (eV): -3.46
Energy above the lowest of the compared OMol25 structures with the same formula, charge and spin (kcal/mol): 58.33
Highest occupied orbital energy (eV): -11.9
Orbital gap (eV): 8.412
Total charge: +1

XYZ file:
```
20
Properties=species:S:1:pos:R:3:forces:R:3
C 1.8614 0.2112 -1.0776 -0.5 0.7 1.5
C 1.1946 0.9900 0.0898 0.7 -0.6 -0.6
C 0.1379 0.1484 0.7711 0.0 0.4 0.2
C -0.9941 -0.1262 0.1050 -1.8 1.3 0.1
N -2.1573 -0.7359 0.5515 1.0 0.5 1.7
C -3.4118 0.0400 0.3611 0.5 -0.9 -1.1
N 2.6687 -0.9007 -0.4525 0.1 -1.1 -0.3
H 1.0843 -0.2831 -1.6504 0.2 0.0 -0.4
H 2.5451 0.8395 -1.6395 -0.1 -0.2 -0.3
H 2.0510 1.2393 0.7280 -0.5 0.2 0.4
H 0.7821 1.9232 -0.2953 0.1 0.0 -0.1
H 0.0762 0.1813 1.8542 0.4 -0.7 0.0
H -1.2793 0.4487 -0.7710 0.9 -0.4 -0.9
H -1.9870 -0.9341 1.5381 -0.5 -0.6 -0.2
H -3.6866 0.7257 1.1571 0.4 0.1 0.1
H -3.2328 0.5630 -0.5841 -0.6 0.2 0.2
H -4.2183 -0.6745 0.2170 -0.1 0.1 0.0
H 2.1239 -1.4278 0.2436 -0.5 0.2 -0.2
H 3.5278 -0.6677 0.0501 0.0 0.6 -0.3
H 2.9141 -1.5602 -1.1963 0.2 -0.1 0.2
```
Forces are in eV/Å.